[1]
{
  "formula": "C7H10O",
  "method": "wB97M-V/def2-TZVPD",
  "orbital_gap_ha": 0.3335,
  "multiplicity": 1,
  "e_homo_ev": -8.393,
  "total_charge": 0,
  "max_force_ev_per_a": 4.220,
  "elements": ["C", "C", "C", "C", "C", "C", "C", "O", "H", "H", "H", "H", "H", "H", "H", "H", "H", "H"],
  "coordinates": [[-0.182636, 0.228930, -1.698924], [1.110942, 0.165490, -0.940057], [-1.094966, 0.954053, -0.711486], [-1.449854, 0.398101, 1.795074], [0.742879, -0.056987, 0.575479], [-0.625185, 0.541272, 0.667558], [0.713189, -1.566217, 1.153899], [1.771959, -2.143219, 0.644232], [-0.165903, 0.837640, -2.594534], [-0.650450, -0.743415, -1.939490], [1.631336, -0.718773, -1.332827], [1.425540, 1.173936, -0.966741], [-1.019595, 1.993919, -0.626677], [-2.180705, 0.701616, -0.644480], [-1.082938, 0.183711, 2.779615], [-2.488824, 0.697466, 1.643152], [1.481480, 0.328072, 1.238096], [2.063733, -2.975594, 0.958112]],
  "forces_ev_per_a": [[-2.3, 0.4, 0.3], [-0.8, -2.1, 0.9], [-1.7, -1.8, 2.2], [1.6, 1.4, -3.6], [-0.9, -2.1, -1.0], [-1.9, -1.6, 3.4], [0.5, 0.9, -0.4], [0.2, 2.2, -1.3], [0.5, -0.2, -0.4], [0.5, 0.3, 0.1], [1.1, 1.1, 0.1], [1.8, 0.7, -0.5], [0.2, 1.9, -0.9], [0.6, 0.3, -1.0], [0.1, -0.4, 0.1], [0.2, -0.1, 0.4], [0.7, 0.7, 0.6], [-0.4, -1.6, 1.0]],
  "mulliken_charge": [-0.61, -0.73, -0.71, -1.02, 0.29, 0.30, -0.56, -0.27, 0.32, 0.29, 0.32, 0.37, 0.32, 0.33, 0.32, 0.27, 0.38, 0.40]
}

---

[2]
{
  "formula": "C7H10O",
  "method": "wB97M-V/def2-TZVPD",
  "smiles": "OC1=CC=CCCC1",
  "orbital_gap_ha": 0.3206,
  "multiplicity": 1,
  "e_homo_ev": -7.869,
  "total_charge": 0,
  "max_force_ev_per_a": 3.150,
  "elements": ["O", "C", "C", "C", "C", "C", "C", "C", "H", "H", "H", "H", "H", "H", "H", "H", "H", "H"],
  "coordinates": [[3.048189, -0.188993, -0.205728], [1.662431, 0.073755, -0.041418], [1.158805, 1.338485, 0.066512], [-0.261180, 1.302161, 0.414283], [-1.422641, 1.318728, -0.331066], [-1.939328, -0.112140, -0.195314], [-0.837680, -1.119029, 0.331269], [0.708159, -1.117151, -0.113718], [3.554560, 0.699987, -0.056306], [1.636283, 2.253578, -0.005197], [-0.515795, 0.655304, 1.243470], [-1.584013, 2.052199, -1.111441], [-2.268806, -0.371303, -1.234386], [-2.873926, -0.309013, 0.487111], [-0.827842, -0.992346, 1.365021], [-1.146477, -2.072732, 0.080660], [1.158793, -1.960332, 0.414587], [0.750462, -1.451155, -1.108343]],
  "forces_ev_per_a": [[-0.6, 2.1, 0.4], [0.2, 2.1, 0.1], [-0.5, -2.1, 0.6], [-2.5, 0.2, -0.8], [2.7, -0.1, 1.6], [-1.9, -0.6, -0.1], [1.0, 2.1, -1.5], [0.0, 0.0, 1.0], [-1.6, -2.4, -0.4], [1.6, 1.4, -0.3], [1.1, 0.4, 0.2], [-0.3, -0.6, -0.5], [0.3, -0.1, 0.8], [1.4, 0.5, -1.2], [-0.1, -0.5, 1.8], [-0.8, -2.2, -0.3], [0.0, 0.1, 0.3], [0.0, -0.3, -1.7]],
  "mulliken_charge": [-0.54, 0.62, -0.65, -0.37, -0.53, -0.20, -1.40, -0.52, 0.33, 0.41, 0.24, 0.36, 0.31, 0.22, 0.48, 0.50, 0.37, 0.35]
}

---

[3]
{
  "formula": "C7H10O",
  "method": "wB97M-V/def2-TZVPD",
  "smiles": "C=C1CCC[C@]12CO2",
  "orbital_gap_ha": 0.3867,
  "multiplicity": 1,
  "e_homo_ev": -9.471,
  "total_charge": 0,
  "max_force_ev_per_a": 4.102,
  "elements": ["C", "C", "C", "C", "C", "C", "C", "O", "H", "H", "H", "H", "H", "H", "H", "H", "H", "H"],
  "coordinates": [[0.029586, 2.242743, 0.170407], [-0.219073, 0.960936, -0.113560], [-1.525789, 0.313998, -0.204521], [-1.311644, -1.165766, -0.524268], [-0.048257, -1.580483, 0.172464], [0.859865, -0.329450, 0.001504], [2.217112, -0.112386, 0.464441], [1.873186, -0.389272, -0.892089], [0.983029, 2.800124, 0.237316], [-0.817054, 2.917864, 0.027504], [-2.042390, 0.352242, 0.660005], [-2.157372, 0.893880, -0.965566], [-2.210772, -1.630175, -0.113463], [-1.201451, -1.175798, -1.637324], [-0.245557, -1.606340, 1.225817], [0.482830, -2.570166, -0.140932], [2.497936, 0.946797, 0.688444], [2.835811, -0.868751, 0.943816]],
  "forces_ev_per_a": [[-0.1, 0.3, -1.4], [3.3, -1.5, 1.8], [-0.1, 0.8, -3.8], [-0.8, 0.6, -1.4], [1.9, 0.0, -0.2], [-3.3, 1.3, 0.7], [0.5, 0.9, 0.5], [1.6, 0.3, -1.6], [-0.4, -1.0, 0.2], [0.0, 0.0, 0.4], [-1.6, 0.5, 3.2], [0.6, -1.1, 0.8], [0.2, -0.7, -0.8], [-0.3, -0.8, 0.8], [-0.2, -0.4, 0.8], [-1.1, 1.9, 0.4], [-0.1, -1.0, -0.3], [-0.3, 0.0, 0.0]],
  "mulliken_charge": [-1.15, 0.29, -0.62, -0.59, -0.68, 1.09, -0.67, -0.48, 0.27, 0.30, 0.31, 0.33, 0.31, 0.29, 0.26, 0.32, 0.14, 0.27]
}

---

[4]
{
  "formula": "C7H10O",
  "method": "wB97M-V/def2-TZVPD",
  "orbital_gap_ha": [0.2900, 0.2895],
  "multiplicity": 1,
  "e_homo_ev": [-8.197, -8.199],
  "total_charge": 0,
  "max_force_ev_per_a": 3.605,
  "elements": ["C", "C", "C", "C", "C", "C", "C", "O", "H", "H", "H", "H", "H", "H", "H", "H", "H", "H"],
  "coordinates": [[1.014322, 0.935435, 1.031466], [0.507689, -0.412801, 0.887656], [-0.533232, -1.100886, 1.562017], [0.591761, 1.304474, -0.162138], [1.465201, -1.312347, 0.085452], [-1.648446, 0.867325, -1.057551], [-0.167175, 0.953263, -1.392281], [-0.438305, -2.286897, 1.795400], [1.498253, 1.629057, 1.732092], [-1.323995, -0.509951, 2.076069], [0.826697, -2.008311, -0.302098], [2.071693, -1.775318, 0.849022], [1.971652, -0.605547, -0.610765], [-1.729756, 0.083997, -0.341703], [-2.299711, 0.694445, -1.844566], [-1.961990, 1.770690, -0.525346], [0.059256, 1.857713, -2.013232], [0.096087, -0.084341, -1.769494]],
  "forces_ev_per_a": [[-0.1, 2.4, -0.2], [2.6, 1.0, -1.9], [-0.7, 0.8, 1.9], [-1.5, -2.9, 1.5], [0.1, 3.0, 1.7], [1.0, 1.4, 1.9], [0.6, 0.6, -0.3], [-0.3, -0.6, -0.4], [0.0, -1.0, 0.2], [0.0, 0.0, -0.4], [-1.0, -2.2, -1.8], [0.8, -0.3, -0.3], [0.1, -1.3, 0.4], [-0.4, -0.8, 0.5], [-0.9, -0.3, -1.8], [-0.1, 0.0, -0.2], [-0.3, -1.3, -0.6], [0.4, 1.6, -0.2]],
  "mulliken_charge": [-0.64, 0.50, -0.09, -0.13, -1.32, -1.09, -0.07, -0.54, 0.37, 0.40, 0.39, 0.39, 0.41, 0.21, 0.38, 0.33, 0.27, 0.23]
}

---

[5]
{
  "formula": "C7H10O",
  "method": "wB97M-V/def2-TZVPD",
  "orbital_gap_ha": 0.3655,
  "multiplicity": 1,
  "e_homo_ev": -8.936,
  "total_charge": 0,
  "max_force_ev_per_a": 5.445,
  "elements": ["C", "C", "C", "C", "C", "C", "C", "H", "H", "H", "H", "H", "H", "H", "H", "H", "H", "O"],
  "coordinates": [[0.135764, 0.847743, -1.482582], [0.269475, -0.395564, -0.459099], [-0.804105, -1.488398, -0.876553], [-0.960704, -0.372349, 0.625916], [-0.579082, 0.691668, 1.452990], [0.737899, 0.809265, 1.430337], [1.416981, -0.280090, 0.472192], [-1.046461, 0.911483, -1.621510], [0.265646, 1.800146, -0.950013], [0.932417, 0.752827, -2.377265], [-0.903040, -1.886262, -1.910369], [-0.746350, -2.250860, -0.017807], [-0.971252, -1.317179, 1.265683], [-1.119438, 1.408107, 2.147856], [1.223658, 1.992436, 1.815090], [2.164451, 0.425706, 0.119898], [1.917394, -1.100205, 0.857674], [-1.933252, -0.548475, -0.492441]],
  "forces_ev_per_a": [[-1.0, -0.9, 0.4], [-3.6, -0.3, -0.3], [0.4, -0.7, -0.7], [-0.4, -1.1, -1.6], [-0.5, 4.6, 2.9], [1.9, 2.8, 1.1], [0.1, 4.5, -0.2], [2.8, -0.3, -1.0], [0.7, -0.3, -0.1], [-2.4, 0.2, 1.9], [0.0, 0.3, 0.7], [-0.2, 0.0, -2.4], [-0.2, 1.1, -0.6], [0.1, -1.1, -1.3], [-1.0, -4.4, -0.7], [0.7, -0.7, -1.0], [0.5, -1.7, 1.2], [2.0, -1.9, 1.8]],
  "mulliken_charge": [-1.20, 0.77, -0.34, 0.29, -0.73, -0.37, -0.93, 0.33, 0.36, 0.29, 0.37, 0.23, 0.23, 0.31, 0.21, 0.27, 0.43, -0.51]
}

---

[6]
{
  "formula": "C7H10O2",
  "method": "wB97M-V/def2-TZVPD",
  "orbital_gap_ha": [0.2618, 0.2617],
  "multiplicity": 1,
  "e_homo_ev": [-7.317, -7.317],
  "total_charge": 0,
  "max_force_ev_per_a": 3.752,
  "elements": ["C", "C", "C", "C", "C", "C", "C", "O", "O", "H", "H", "H", "H", "H", "H", "H", "H", "H", "H"],
  "coordinates": [[-0.182890, 0.843416, 0.755701], [-0.632396, 0.964170, -0.655690], [-0.900741, -0.110592, 1.670862], [-0.467316, -1.403497, -1.720404], [1.765934, 0.168645, 0.414217], [0.188847, -0.192437, -1.142623], [1.588577, -0.223934, -0.872715], [0.197942, 2.026349, 1.361039], [2.394716, 0.246664, 1.423477], [0.881391, 1.825920, 2.026217], [-0.337739, 1.916060, -1.102626], [-1.705415, 0.811750, -0.800846], [2.364405, -0.618411, -1.520517], [-1.339101, -0.946896, 1.123594], [-0.220240, -0.518268, 2.425577], [-1.704691, 0.409764, 2.206241], [0.152054, -1.825597, -2.516795], [-0.579011, -2.191170, -0.964468], [-1.464325, -1.181935, -2.110241]],
  "forces_ev_per_a": [[2.6, -0.2, 0.2], [-0.1, -0.5, 0.4], [-0.1, 0.0, 0.0], [-0.2, 0.3, -0.8], [-2.9, 1.8, 1.5], [1.0, -0.8, -0.2], [-0.8, -0.4, -1.0], [-0.3, 0.6, 0.5], [0.5, -0.4, -0.2], [-0.1, -0.1, -0.3], [0.1, -0.2, 0.0], [0.0, 0.0, 0.0], [-0.2, -0.3, -0.1], [0.0, 0.0, 0.0], [0.0, 0.1, -0.1], [0.0, 0.0, -0.1], [0.0, -0.1, 0.0], [0.1, 0.3, 0.0], [0.1, 0.0, 0.0]],
  "mulliken_charge": [0.66, -0.70, -1.36, -1.32, 0.63, 0.69, -0.87, -0.60, -0.56, 0.38, 0.31, 0.32, 0.41, 0.28, 0.31, 0.38, 0.42, 0.29, 0.33]
}

---

[7]
{
  "formula": "C7H10O2",
  "method": "wB97M-V/def2-TZVPD",
  "smiles": "C#CC(C)(C)C(=O)OC",
  "orbital_gap_ha": 0.4011,
  "multiplicity": 1,
  "e_homo_ev": -10.129,
  "total_charge": 0,
  "max_force_ev_per_a": 7.182,
  "elements": ["C", "C", "C", "C", "C", "C", "O", "O", "C", "H", "H", "H", "H", "H", "H", "H", "H", "H", "H"],
  "coordinates": [[0.904592, -2.793958, 1.495198], [0.619475, -1.813799, 0.856041], [0.389732, -0.437565, -0.135091], [1.519202, 0.511287, 0.228483], [0.399905, -0.961599, -1.567515], [-0.950120, -0.147616, 0.358693], [-1.927511, -0.599098, 0.818482], [-0.962498, 1.235261, -0.434510], [-1.768599, 2.225622, 0.168980], [1.125283, -3.648100, 2.075870], [1.425905, 0.863927, 1.253019], [2.465971, -0.011844, 0.116550], [1.499172, 1.366141, -0.444359], [0.336146, -0.117448, -2.251044], [1.322821, -1.511698, -1.734963], [-0.441550, -1.626724, -1.747124], [-2.579460, 1.757025, 0.739745], [-1.180459, 2.870998, 0.830182], [-2.198006, 2.839192, -0.626638]],
  "forces_ev_per_a": [[-0.3, 0.7, -0.4], [0.6, 1.7, -1.8], [1.8, -5.9, 3.6], [-0.2, 0.2, -0.3], [-0.2, 0.3, 0.0], [-1.2, 4.7, -3.8], [0.7, -0.1, 0.6], [-1.0, -1.4, 2.0], [-0.4, 0.0, -0.2], [0.0, -0.2, 0.2], [0.0, 0.0, 0.0], [0.0, 0.0, 0.0], [0.0, 0.0, 0.0], [0.0, 0.0, 0.0], [0.0, 0.0, 0.0], [0.0, 0.0, 0.0], [0.0, 0.2, -0.1], [0.0, -0.1, 0.0], [-0.1, 0.0, 0.1]],
  "mulliken_charge": [-0.05, -0.97, 2.06, -1.60, -1.51, 0.00, -0.43, -0.37, -0.76, 0.48, 0.37, 0.46, 0.35, 0.37, 0.40, 0.38, 0.32, 0.26, 0.22]
}

---

[8]
{
  "formula": "C7H10O2",
  "method": "wB97M-V/def2-TZVPD",
  "smiles": "CC(=C=O)C(O)=C(C)C",
  "orbital_gap_ha": 0.2999,
  "multiplicity": 1,
  "e_homo_ev": -7.630,
  "total_charge": 0,
  "max_force_ev_per_a": 0.984,
  "elements": ["C", "C", "C", "O", "C", "O", "C", "C", "C", "H", "H", "H", "H", "H", "H", "H", "H", "H", "H"],
  "coordinates": [[2.608318, 0.382753, -0.892296], [1.186430, 0.443348, -0.423966], [0.267772, 1.423756, -0.590825], [-0.180833, 2.496256, -0.788869], [0.447548, -0.450396, 0.405925], [0.980366, -1.079865, 1.483497], [-0.931804, -0.273222, 0.288539], [-1.695457, -0.545376, -0.986432], [-1.786282, -0.164174, 1.523437], [2.679717, -0.021596, -1.906450], [3.205981, -0.261535, -0.241168], [3.064851, 1.375324, -0.896913], [1.948182, -1.083989, 1.438648], [-1.034559, -0.676704, -1.844458], [-2.390323, 0.269207, -1.210040], [-2.290214, -1.460898, -0.874502], [-1.205436, -0.037180, 2.437673], [-2.429553, -1.042094, 1.650922], [-2.444704, 0.706384, 1.427277]],
  "forces_ev_per_a": [[0.0, 0.1, -0.4], [0.1, -0.3, -0.1], [0.1, 0.5, -0.1], [0.1, -0.9, 0.3], [-0.4, 0.6, 0.2], [0.1, -0.1, -0.1], [0.0, 0.1, 0.1], [0.2, 0.2, 0.0], [-0.1, -0.3, 0.0], [0.1, 0.0, 0.1], [-0.1, 0.1, 0.0], [0.0, -0.1, 0.0], [-0.2, 0.3, 0.0], [0.0, 0.0, 0.1], [0.0, 0.0, 0.0], [0.0, 0.1, 0.0], [0.1, 0.0, -0.1], [0.0, 0.0, 0.0], [0.0, -0.1, -0.1]],
  "mulliken_charge": [-1.26, 0.09, 0.37, -0.51, 0.25, -0.47, 0.90, -1.32, -1.40, 0.25, 0.32, 0.35, 0.33, 0.36, 0.31, 0.40, 0.34, 0.35, 0.33]
}

---

Q: Number 8 is which compound?
A: C7H10O2

---

Q: What is the formula in the fifth record?
A: C7H10O